# C39H61BrN2NaOSSbSi3

A molecular structure, C39H61BrN2NaOSSbSi3 (ωB97M-V/def2-TZVPD, OMol25).

Each line ends with the Löwdin charge.
Geometry (Å):
1 Na -0.54 -1.58 0.40  0.18
2 C -2.20 -3.71 0.67  -0.26
3 C -2.86 -2.56 1.16  -0.27
4 C -2.28 -2.23 2.41  -0.27
5 C -1.27 -3.17 2.69  -0.26
6 C -1.22 -4.09 1.62  -0.27
7 C -0.40 -5.34 1.60  -0.07
8 C -0.44 -3.26 3.93  -0.05
9 C -2.79 -1.15 3.32  -0.06
10 C -3.99 -1.81 0.52  -0.05
11 C -2.50 -4.43 -0.61  -0.06
12 H -0.47 -5.87 0.64  0.06
13 H -0.73 -6.06 2.36  0.08
14 H 0.67 -5.17 1.79  0.06
15 H 0.58 -3.63 3.72  0.06
16 H -0.85 -3.94 4.68  0.08
17 H -0.33 -2.29 4.43  0.05
18 H -2.98 -0.21 2.78  0.04
19 H -2.09 -0.93 4.13  0.06
20 H -3.74 -1.42 3.80  0.08
21 H -3.70 -0.81 0.14  0.06
22 H -4.82 -1.64 1.22  0.07
23 H -4.40 -2.35 -0.34  0.06
24 H -3.46 -4.12 -1.03  0.06
25 H -2.57 -5.52 -0.46  0.07
26 H -1.76 -4.28 -1.41  0.05
27 Br 3.96 -5.79 -4.08  0.73
28 C 3.29 -4.77 -2.63  -0.71
29 C 2.01 -5.01 -2.16  -0.11
30 C 1.51 -4.23 -1.13  -0.03
31 C 2.30 -3.25 -0.55  -0.26
32 C 3.59 -3.02 -1.03  -0.02
33 C 4.09 -3.78 -2.07  -0.13
34 N 1.72 -2.43 0.44  0.13
35 C 2.39 -2.17 1.47  -0.06
36 C 1.89 -1.25 2.52  -0.26
37 C 2.60 -1.09 3.69  -0.01
38 C 2.11 -0.22 4.66  -0.05
39 C 0.92 0.43 4.41  -0.05
40 C 0.28 0.21 3.20  -0.15
41 N 0.74 -0.61 2.26  0.13
42 H 1.40 -5.78 -2.61  0.11
43 H 0.50 -4.37 -0.77  0.10
44 H 4.18 -2.21 -0.62  0.12
45 H 5.08 -3.59 -2.47  0.10
46 H 3.38 -2.60 1.65  0.14
47 H 3.53 -1.64 3.85  0.12
48 H 2.64 -0.08 5.59  0.11
49 H 0.49 1.12 5.13  0.11
50 H -0.66 0.71 2.97  0.06
51 C 4.97 1.52 -4.53  -0.05
52 C 3.80 0.69 -4.10  -0.26
53 C 3.68 -0.64 -4.50  -0.03
54 C 2.59 -1.41 -4.13  -0.08
55 C 1.59 -0.82 -3.36  -0.38
56 C 1.70 0.48 -2.91  -0.07
57 C 2.80 1.23 -3.30  -0.04
58 S 0.18 -1.81 -2.93  0.95
59 C -0.90 -1.31 -4.27  -0.21
60 O -0.42 -1.20 -1.71  -0.54
61 H 5.90 0.95 -4.48  0.08
62 H 5.08 2.41 -3.91  0.08
63 H 4.85 1.85 -5.57  0.09
64 H 4.47 -1.09 -5.10  0.12
65 H 2.52 -2.45 -4.41  0.11
66 H 0.93 0.89 -2.27  0.08
67 H 2.89 2.26 -2.96  0.11
68 H -1.04 -0.23 -4.24  0.04
69 H -1.85 -1.83 -4.11  0.06
70 H -0.46 -1.62 -5.22  0.06
71 C -1.53 5.34 -1.68  -0.21
72 Si -1.80 3.49 -1.79  0.26
73 C -3.62 3.17 -2.13  -0.23
74 C -0.80 2.90 -3.26  -0.23
75 Sb -1.10 2.09 0.23  0.89
76 Si -2.78 3.12 1.89  0.27
77 C -4.42 2.28 1.56  -0.22
78 C -2.98 4.98 1.73  -0.23
79 C -2.33 2.73 3.67  -0.22
80 Si 1.18 3.12 0.83  0.30
81 C 1.30 3.63 2.64  -0.21
82 C 1.60 4.62 -0.22  -0.24
83 C 2.45 1.78 0.43  -0.22
84 H -1.92 5.79 -2.60  0.04
85 H -0.47 5.59 -1.61  0.00
86 H -2.05 5.81 -0.83  0.01
87 H -3.84 3.40 -3.18  0.03
88 H -4.25 3.81 -1.51  0.02
89 H -3.90 2.13 -1.94  0.03
90 H -1.14 3.46 -4.14  0.04
91 H -0.96 1.84 -3.47  0.00
92 H 0.27 3.07 -3.15  0.01
93 H -4.88 2.61 0.62  0.02
94 H -5.11 2.51 2.38  0.04
95 H -4.31 1.19 1.51  0.01
96 H -3.54 5.24 0.84  0.02
97 H -2.02 5.51 1.70  0.03
98 H -3.54 5.34 2.60  0.03
99 H -2.45 1.66 3.89  0.01
100 H -3.06 3.27 4.30  0.04
101 H -1.34 3.05 3.98  0.00
102 H 0.42 3.35 3.23  -0.02
103 H 1.41 4.71 2.71  0.03
104 H 2.17 3.17 3.11  0.03
105 H 0.95 5.46 0.02  0.02
106 H 1.50 4.41 -1.29  0.01
107 H 2.63 4.92 -0.02  0.04
108 H 2.01 0.79 0.38  0.00
109 H 3.23 1.77 1.20  0.03
110 H 2.94 1.98 -0.53  0.01

- Total energy: -5950.7759 hartree
- HOMO energy: -5.514 eV

# C20H44BrCaN2O3

A molecular structure, C20H44BrCaN2O3 (ωB97M-V/def2-TZVPD, OMol25).

Each line ends with the Löwdin charge.
Geometry (Å):
1 Ca 5.52 -0.52 0.81  1.44
2 Br 2.66 -0.24 0.26  0.05
3 C 0.90 3.83 3.43  -0.09
4 C 0.71 2.55 2.65  -0.34
5 O 1.45 2.63 1.44  -0.12
6 H 1.95 4.04 3.64  0.07
7 H 0.40 3.69 4.38  0.08
8 H 0.51 4.66 2.83  0.08
9 H -0.37 2.43 2.53  0.11
10 H 1.08 1.72 3.26  0.10
11 H 1.73 1.72 1.31  -0.09
12 C -1.54 -1.97 4.49  -0.02
13 C -0.33 -2.54 3.67  -0.46
14 C -0.33 -4.13 3.75  -0.12
15 C -1.46 -4.75 2.90  -0.16
16 C -1.38 -4.29 1.43  -0.15
17 C -1.31 -2.78 1.21  -0.49
18 N -0.45 -2.15 2.24  -0.11
19 O -0.41 -0.77 2.06  -0.05
20 C -0.73 -2.70 -0.24  -0.03
21 C -2.72 -2.19 1.17  -0.03
22 C 1.06 -2.10 4.27  -0.03
23 H -1.66 -0.90 4.37  0.08
24 H -1.37 -2.19 5.54  0.08
25 H -2.44 -2.52 4.19  0.06
26 H 0.65 -4.57 3.57  0.11
27 H -0.44 -4.26 4.83  0.11
28 H -2.44 -4.53 3.32  0.10
29 H -1.47 -5.84 2.83  0.11
30 H -2.27 -4.66 0.92  0.12
31 H -0.57 -4.88 1.02  0.11
32 H 0.10 -3.39 -0.38  0.08
33 H -1.53 -2.80 -0.97  0.09
34 H -0.34 -1.71 -0.48  0.04
35 H -3.34 -2.76 0.49  0.08
36 H -3.26 -2.29 2.11  0.08
37 H -2.78 -1.14 0.87  0.08
38 H 1.90 -2.65 3.84  0.06
39 H 0.96 -2.35 5.32  0.08
40 H 1.27 -1.05 4.04  0.06
41 H 0.48 -0.74 1.72  -0.01
42 C -0.73 1.25 -1.62  -0.01
43 C -0.38 0.91 -3.10  -0.48
44 C -1.30 1.75 -4.04  -0.16
45 C -1.03 3.24 -4.10  -0.18
46 C 0.46 3.47 -4.49  -0.12
47 C 1.51 2.69 -3.60  -0.44
48 N 1.02 1.27 -3.45  -0.10
49 O 1.98 0.43 -2.87  -0.07
50 C 2.81 2.73 -4.52  -0.04
51 C 1.74 3.45 -2.28  -0.02
52 C -0.74 -0.55 -3.42  -0.03
53 H 0.07 0.75 -1.08  0.03
54 H -1.62 0.72 -1.30  0.08
55 H -0.71 2.29 -1.31  0.08
56 H -1.21 1.32 -5.03  0.12
57 H -2.34 1.54 -3.76  0.12
58 H -1.33 3.81 -3.21  0.10
59 H -1.73 3.60 -4.85  0.11
60 H 0.66 4.53 -4.34  0.11
61 H 0.53 3.19 -5.55  0.11
62 H 2.65 2.23 -5.47  0.07
63 H 3.06 3.77 -4.75  0.08
64 H 3.62 2.12 -4.13  0.06
65 H 2.08 2.77 -1.51  0.06
66 H 2.47 4.25 -2.39  0.08
67 H 0.76 3.81 -1.96  0.07
68 H -0.54 -0.71 -4.48  0.09
69 H -1.79 -0.77 -3.23  0.09
70 H -0.17 -1.32 -2.90  0.07
71 H 1.79 0.53 -1.94  -0.07

- Net charge: +1
- Total energy: -4374.9184 hartree
- HOMO energy: -9.796 eV

Which of these has the highest HOMO energy? C39H61BrN2NaOSSbSi3

total energy of number 1 (C39H61BrN2NaOSSbSi3)? -5950.7759 hartree